[1]
2 unconnected molecules or ions with the total composition C3H9BNO2 at a distorted geometry. Source: the OMol25 dataset; level of theory: the ωB97M-V functional and the def2-TZVPD basis.

Calculated values
E_HOMO, eV: -14.872
Net charge: +1
DFT total energy, eV: -9511.335
HOMO-LUMO gap, eV: 10.658
Energy above the lowest of the compared OMol25 structures with the same formula, charge and spin, kcal per mole: 51.6
Lowest unoccupied orbital energy, eV: -4.21

CARTESIAN COORDINATES (ANGSTROEM)
1 H -0.87611 -0.96661 -1.15036
2 H -0.58051 2.38403 0.01449
3 H -0.84827 1.17012 -1.34469
4 H -1.15803 -1.64115 0.46768
5 C -0.11720 0.37953 0.34052
6 H -0.16862 0.75045 2.00414
7 H -1.96614 1.50865 -0.21248
8 B 1.49102 0.50131 0.11351
9 C 0.89806 -1.74185 -0.20862
10 C -0.47196 -0.99019 -0.09920
11 H 0.97904 -2.46978 0.57451
12 O 2.33033 1.54191 0.07088
13 O 1.94566 -0.79497 -0.15815
14 H 0.88227 -2.19846 -1.09617
15 N -0.90258 1.43687 -0.35288
16 H 3.13284 1.26890 -0.27108

---

[2]
2 unconnected molecules or ions with the total composition C3H9BO2 at a distorted geometry. Source: the OMol25 dataset; level of theory: the ωB97M-V functional and the def2-TZVPD basis.

Calculated values
E_HOMO (alpha / beta), eV: -7.633 / -6.795
DFT total energy, eV: -8024.116
HOMO-LUMO gap (alpha / beta), eV: 7.970 / 7.139
Energy above the lowest of the compared OMol25 structures with the same formula, charge and spin, kcal per mole: 138.9
Lowest unoccupied orbital energy (alpha / beta), eV: 0.34 / 0.34

CARTESIAN COORDINATES (ANGSTROEM)
1 O 2.34163 -1.83190 -1.86653
2 H -1.18721 1.32265 0.16976
3 H 1.87439 -2.60183 -1.34709
4 H -3.09028 -0.11444 1.20005
5 O 0.94064 -0.33987 0.70875
6 H 3.01671 0.13575 -0.03784
7 H -3.37647 0.39867 -0.52089
8 B 2.07796 0.20484 0.61626
9 H -0.51245 -1.35829 1.54083
10 H 1.95223 -1.07356 -1.46787
11 C -2.72465 -0.21022 0.17204
12 C -1.25133 0.30040 0.06920
13 H -0.86785 0.01246 -0.94491
14 H -2.90986 -1.23994 -0.07615
15 C -0.30425 -0.44987 1.04602

---

[3]
C3H9BS in the gas phase at a distorted geometry. Source: the OMol25 dataset; level of theory: the ωB97M-V functional and the def2-TZVPD basis.

Calculated values
E_HOMO, eV: -9.472
DFT total energy, eV: -14765.992
HOMO-LUMO gap, eV: 7.584
Energy above the lowest of the compared OMol25 structures with the same formula, charge and spin, kcal per mole: 66.5
Lowest unoccupied orbital energy, eV: -1.89

CARTESIAN COORDINATES (ANGSTROEM)
1 C 0.28466 -0.49992 1.45700
2 H -0.97248 1.68328 -1.10640
3 H -1.46269 -0.68073 -1.21381
4 B 0.25247 0.01744 0.03437
5 H 0.05210 -1.27083 -1.89373
6 C -0.22511 1.56768 -0.27604
7 H -0.83332 1.97405 0.57318
8 C -0.49855 -1.09574 -0.91858
9 H 2.65530 -1.03470 -0.10492
10 H 0.04707 -1.49356 1.42858
11 H 0.58202 2.22128 -0.53240
12 H 0.92791 -0.17441 2.30328
13 S 2.23826 0.19850 -0.17059
14 H -0.49167 -2.00056 -0.36233

---

[4]
A molecular structure, C3H9BrO4PZr at a distorted geometry. Source: the OMol25 dataset; level of theory: the ωB97M-V functional and the def2-TZVPD basis.

Calculated values
E_HOMO, eV: -19.560
Net charge: +3
DFT total energy, eV: -92017.399
HOMO-LUMO gap, eV: 2.412
Energy above the lowest of the compared OMol25 structures with the same formula, charge and spin, kcal per mole: 171.6
Lowest unoccupied orbital energy, eV: -17.15

CARTESIAN COORDINATES (ANGSTROEM)
1 H -0.46481 -2.54184 0.79764
2 P 0.00370 0.12257 1.01633
3 H 2.38469 0.18708 2.10747
4 O 0.87607 -0.98849 0.21413
5 H 0.95377 -3.11617 0.00664
6 H -0.11724 1.72382 -1.74656
7 H -1.47771 0.76765 -2.18668
8 H 1.88942 1.65050 2.95729
9 C 2.19945 1.25479 1.99013
10 Br -3.11050 0.82534 -2.58741
11 C -0.63175 0.79510 -1.49988
12 H -0.21449 -2.37375 -0.96357
13 H 0.05323 0.00344 -1.80348
14 C 0.25125 -2.28283 0.01772
15 O 1.01970 1.38903 1.11696
16 Zr -5.09281 0.33603 -3.23236
17 O -1.05169 0.78209 -0.13060
18 O -0.57044 -0.26762 2.32057
19 H 3.10024 1.73317 1.60566

---

[5]
2 unconnected molecules or ions with the total composition C3H9BrSSi at a distorted geometry. Source: the OMol25 dataset; level of theory: the ωB97M-V functional and the def2-TZVPD basis.

Calculated values
E_HOMO (alpha / beta), eV: -8.884 / -8.948
DFT total energy, eV: -92009.262
HOMO-LUMO gap (alpha / beta), eV: 4.238 / 4.324
Energy above the lowest of the compared OMol25 structures with the same formula, charge and spin, kcal per mole: 124.8
Lowest unoccupied orbital energy (alpha / beta), eV: -4.65 / -4.62

CARTESIAN COORDINATES (ANGSTROEM)
1 H -1.38169 -0.25088 2.13317
2 H 0.00813 -1.06279 -2.47541
3 H -0.11027 1.96081 0.79824
4 Br 4.55223 0.74215 0.20832
5 C -0.55278 -0.30612 -1.87171
6 C 0.60728 1.23669 0.57508
7 Si 0.04554 -0.48174 0.00935
8 C -1.45951 -0.92325 1.17370
9 H -1.56860 -1.89154 1.44261
10 H -2.33980 -0.65919 0.53509
11 H -0.23204 0.66968 -2.11937
12 H -1.55029 -0.24068 -1.97874
13 H 1.07528 1.61388 -0.32005
14 S 1.62020 -1.83602 0.49348
15 H 1.28633 1.42900 1.39624

---

[6]
C3H9BrSi in the gas phase at a distorted geometry. Source: the OMol25 dataset; level of theory: the ωB97M-V functional and the def2-TZVPD basis.

Calculated values
SMILES: C[C@H](Br)C[SiH3]
E_HOMO, eV: -9.951
DFT total energy, eV: -81175.606
HOMO-LUMO gap, eV: 10.808
Energy above the lowest of the compared OMol25 structures with the same formula, charge and spin, kcal per mole: 26.1
Lowest unoccupied orbital energy, eV: 0.86

CARTESIAN COORDINATES (ANGSTROEM)
1 H -1.74905 -1.08554 -0.85122
2 Br 0.30433 -3.19128 -0.70279
3 H -0.34613 -1.60757 1.09156
4 H 0.38451 2.03383 0.20414
5 H -0.33000 -0.57600 -1.76490
6 H 1.30059 0.10017 1.15119
7 H -1.82430 1.42057 1.00574
8 H 2.12096 -1.48108 0.99049
9 Si -1.06851 1.42292 -0.15045
10 H -1.89490 2.21469 -0.98208
11 C 0.18013 -1.42882 0.16433
12 C 1.50376 -0.78069 0.51050
13 H 2.10054 -0.35924 -0.38935
14 C -0.72423 -0.57815 -0.63299

---

[7]
A molecular structure, C3H9Cl2N2O5Sn at a distorted geometry. Source: the OMol25 dataset; level of theory: the ωB97M-V functional and the def2-TZVPD basis.

Calculated values
E_HOMO, eV: -13.616
Net charge: +1
DFT total energy, eV: -47333.233
HOMO-LUMO gap, eV: 5.587
Energy above the lowest of the compared OMol25 structures with the same formula, charge and spin, kcal per mole: 21.6
Lowest unoccupied orbital energy, eV: -8.03

CARTESIAN COORDINATES (ANGSTROEM)
1 H 18.95678 4.73693 5.83580
2 O 21.20881 3.57094 7.68897
3 H 23.14498 2.11014 2.80576
4 C 22.89896 2.36173 3.83740
5 N 23.16671 7.81998 6.49918
6 H 21.86053 6.27907 7.16136
7 O 19.56222 4.96784 8.13276
8 H 22.47163 3.36268 3.89723
9 O 24.32903 8.10809 6.20790
10 H 19.37145 3.02515 5.93782
11 O 22.05525 6.05260 3.93633
12 O 22.15653 8.40951 6.10644
13 H 21.92321 5.11458 4.17550
14 H 23.28888 6.42973 8.22643
15 Cl 21.53836 1.24218 4.25974
16 N 20.24967 4.22053 7.40724
17 Cl 24.25082 2.07389 5.01908
18 Sn 24.63967 6.79176 2.82226
19 C 19.77884 4.03537 5.97770
20 H 23.53749 5.86702 6.54887
21 C 22.92839 6.49424 7.19979
22 H 20.55762 4.22265 5.23843

---

[8]
2 unconnected molecules or ions with the total composition C3H9ClNO2PS2 at a distorted geometry. Source: the OMol25 dataset; level of theory: the ωB97M-V functional and the def2-TZVPD basis.

Calculated values
E_HOMO (alpha / beta), eV: -8.531 / -8.546
DFT total energy, eV: -52321.531
HOMO-LUMO gap (alpha / beta), eV: 4.919 / 4.951
Energy above the lowest of the compared OMol25 structures with the same formula, charge and spin, kcal per mole: 88.7
Lowest unoccupied orbital energy (alpha / beta), eV: -3.61 / -3.59

CARTESIAN COORDINATES (ANGSTROEM)
1 S 0.13274 -2.86707 0.07003
2 H -2.70385 -2.38305 0.30153
3 P -0.92738 -1.14640 0.01560
4 Cl -4.00735 0.91346 -0.41742
5 H -1.10874 -1.17595 -2.10761
6 C 1.23214 1.22460 0.00744
7 H 0.44812 1.42803 -0.79099
8 O -1.21884 -0.49643 -1.45172
9 H 3.20291 0.42279 -0.55984
10 H 1.81891 -0.20880 -1.69200
11 N -0.56033 -0.13576 1.16331
12 H 1.92248 2.13636 0.36419
13 C 2.16771 0.12138 -0.61925
14 S -2.39713 1.86680 0.08567
15 H 2.02629 -0.74207 0.01876
16 O -2.44928 -1.51067 0.38329
17 C 0.58482 0.72387 1.28965
18 H 0.37121 1.47826 2.00246
19 H 1.46555 0.35064 1.93691

---

[9]
A molecular structure, C3H9F4KN2O12PS4 at a distorted geometry. Source: the OMol25 dataset; level of theory: the ωB97M-V functional and the def2-TZVPD basis.

Calculated values
E_HOMO, eV: -7.068
Net charge: -1
DFT total energy, eV: -110631.477
HOMO-LUMO gap, eV: 6.748
Energy above the lowest of the compared OMol25 structures with the same formula, charge and spin, kcal per mole: 140.9
Lowest unoccupied orbital energy, eV: -0.32

CARTESIAN COORDINATES (ANGSTROEM)
1 O -7.60789 1.82052 1.65515
2 N 3.31472 5.79421 0.14312
3 H 4.62729 -4.11425 -0.05847
4 H 3.36528 -5.12597 -0.43449
5 O 3.13293 -3.00833 -0.86377
6 O 1.13299 -3.97943 -2.11777
7 F 4.68096 4.32421 -0.91778
8 H 4.35530 -4.34108 -1.73593
9 H -0.50944 -3.92461 -3.41411
10 O 1.89246 5.54368 2.27144
11 S -7.14273 2.15434 0.31593
12 F -8.49759 2.89328 -0.20124
13 S 4.61648 5.11683 0.52030
14 O 4.57835 3.93918 1.42985
15 S -6.72235 -0.09051 -0.04885
16 O -5.35215 -0.00701 0.29883
17 H 2.68388 -3.81791 1.92083
18 O 1.16848 -3.83954 0.62465
19 O -7.57869 -0.90154 0.80088
20 K -1.11569 4.17119 -1.84240
21 H -0.25512 -5.42322 -2.67132
22 C 1.73462 -3.29113 1.82346
23 N -7.25560 0.98296 -0.91423
24 H 1.08118 -3.52411 2.66420
25 H -0.87335 -4.12785 -1.63544
26 O 4.09078 6.64381 2.74220
27 C -0.19976 -4.35499 -2.46175
28 O 5.82502 5.92740 0.61013
29 O 0.82977 -1.70756 -0.75922
30 O -6.02691 3.06402 0.18606
31 S 3.05759 6.21908 1.76526
32 P 1.50201 -3.02347 -0.75088
33 F 2.36318 7.62160 1.29424
34 C 3.82659 -4.20554 -0.79242
35 H 1.78988 -2.20252 1.82197
36 F -6.51248 -1.20574 -1.26842

---

[10]
A molecular structure, C3H9FIN3O2S at a distorted geometry. Source: the OMol25 dataset; level of theory: the ωB97M-V functional and the def2-TZVPD basis.

Calculated values
E_HOMO, eV: -8.896
DFT total energy, eV: -33471.644
HOMO-LUMO gap, eV: 9.348
Energy above the lowest of the compared OMol25 structures with the same formula, charge and spin, kcal per mole: 0.0
Lowest unoccupied orbital energy, eV: 0.45

CARTESIAN COORDINATES (ANGSTROEM)
1 I 3.43663 -1.79759 -1.18508
2 H -2.84016 -1.77505 -0.14788
3 N -1.78386 -0.49821 1.00755
4 S -0.61159 -0.13746 -0.21547
5 H 1.14196 -0.23436 -2.53259
6 N -0.20312 1.42202 0.07755
7 F -1.05975 -0.46848 2.22046
8 N 2.96978 0.12798 -1.56700
9 O -1.35094 -0.18166 -1.43130
10 O 0.53018 -0.97244 -0.05543
11 H 1.14764 2.72812 0.96462
12 H 0.48430 1.51474 2.09032
13 H 1.65707 1.03164 0.84874
14 C 0.82054 1.69568 1.06562
15 H -1.57044 -2.58699 0.80429
16 H 1.73911 1.49217 -2.31443
17 C 1.91251 0.43399 -2.16312
18 H -1.01405 2.01870 0.10776
19 H -3.06538 -2.00043 1.60717
20 C -2.34042 -1.81236 0.81821

---

[11]
2 unconnected molecules or ions with the total composition C3H9FN3 at a distorted geometry. Source: the OMol25 dataset; level of theory: the ωB97M-V functional and the def2-TZVPD basis.

Calculated values
E_HOMO, eV: -12.465
Net charge: +1
DFT total energy, eV: -10437.812
HOMO-LUMO gap, eV: 8.956
Energy above the lowest of the compared OMol25 structures with the same formula, charge and spin, kcal per mole: 0.0
Lowest unoccupied orbital energy, eV: -3.51

CARTESIAN COORDINATES (ANGSTROEM)
1 N -2.21551 -0.65415 -0.20686
2 F 0.33196 -1.30279 0.93040
3 H -0.48740 1.91120 0.67935
4 H 2.32636 0.18309 1.28653
5 C 0.58587 -0.90129 -0.35301
6 H -1.29171 0.77429 1.69096
7 H 0.16238 -1.56514 -1.08480
8 N -1.09179 1.10925 0.75827
9 H -2.47205 -1.18610 -1.02214
10 H -1.14094 0.74975 -1.26937
11 H -2.44658 -1.05000 0.69332
12 N 2.36626 0.53779 0.34170
13 C -1.36020 0.34946 -0.29101
14 H 1.87010 0.13587 -1.63083
15 C 1.65272 -0.10729 -0.60063
16 H 3.21051 1.01606 0.07812

---

[12]
2 unconnected molecules or ions with the total composition C3H9IN2 at a distorted geometry. Source: the OMol25 dataset; level of theory: the ωB97M-V functional and the def2-TZVPD basis.

Calculated values
E_HOMO, eV: -8.789
DFT total energy, eV: -14333.731
HOMO-LUMO gap, eV: 8.505
Energy above the lowest of the compared OMol25 structures with the same formula, charge and spin, kcal per mole: 79.5
Lowest unoccupied orbital energy, eV: -0.28

CARTESIAN COORDINATES (ANGSTROEM)
1 H 0.53507 -1.99818 0.25558
2 C 0.50118 -1.28146 -0.70199
3 N -0.97547 -0.30404 1.88513
4 I 1.96175 -1.08217 2.49600
5 C 0.01129 1.18760 -0.63780
6 H 0.40752 2.16950 -0.44482
7 N 0.85871 0.24284 1.35755
8 H -0.83133 1.09899 0.01617
9 H -0.50243 -1.32325 -1.14220
10 C 0.95386 0.12183 -0.08616
11 H 1.27196 -1.56217 -1.53019
12 H 2.05101 0.26007 -0.37885
13 H -0.22313 1.20034 -1.67769
14 H -0.97266 -0.12407 2.84970
15 H -1.39239 0.49656 1.40131

---

[13]
2 unconnected molecules or ions with the total composition C3H9IN2 at a distorted geometry. Source: the OMol25 dataset; level of theory: the ωB97M-V functional and the def2-TZVPD basis.

Calculated values
2S+1: 3
E_HOMO (alpha / beta), eV: -5.662 / -9.522
DFT total energy, eV: -14332.479
HOMO-LUMO gap (alpha / beta), eV: 6.436 / 8.863
Energy above the lowest of the compared OMol25 structures with the same formula, charge and spin, kcal per mole: 0.0
Lowest unoccupied orbital energy (alpha / beta), eV: 0.77 / -0.66

CARTESIAN COORDINATES (ANGSTROEM)
1 H -0.70111 -1.02734 1.80152
2 C -0.00369 -0.51661 1.22110
3 H -0.28930 0.82533 -1.84045
4 N -1.91450 0.13039 -0.18622
5 H 0.29775 0.19395 1.89801
6 H 1.67373 -0.81305 -0.91856
7 H -2.42798 -0.48224 0.39333
8 H -3.78681 0.80434 -0.74103
9 C 0.23351 0.60105 -0.87782
10 H 0.89801 -1.08327 0.84093
11 C 1.60669 0.21985 -0.84158
12 H 1.99312 0.73125 -1.70574
13 I -5.39643 1.10218 -0.38449
14 N -0.63296 0.12010 -0.01529
15 H 2.11609 0.53357 0.05140

---

[14]
2 unconnected molecules or ions with the total composition C3H9IN2O2S at a distorted geometry. Source: the OMol25 dataset; level of theory: the ωB97M-V functional and the def2-TZVPD basis.

Calculated values
SMILES: C[S@@](=N)(=O)O.C/C=N\I
E_HOMO, eV: -8.797
DFT total energy, eV: -29264.290
HOMO-LUMO gap, eV: 8.899
Lowest unoccupied orbital energy, eV: 0.10

CARTESIAN COORDINATES (ANGSTROEM)
1 C -1.77636 -0.65294 -0.97504
2 I 0.13862 -2.76510 -1.86558
3 H 2.72060 0.90515 1.96753
4 H -1.80244 -2.56693 -0.04170
5 O -0.21260 1.52370 0.74467
6 H 3.18334 1.70482 0.52859
7 H -0.50488 2.17495 0.04124
8 O 0.96840 -0.62902 1.33589
9 S 1.07796 0.54829 0.47399
10 N 1.20540 0.51673 -0.99395
11 H -3.36128 -1.84659 -0.49043
12 C 2.39883 1.61795 1.21586
13 H -2.55989 -1.04719 0.99342
14 H 1.83823 0.01153 -1.58867
15 N -0.86261 -0.87215 -1.79873
16 H -2.09607 0.41533 -1.05256
17 C -2.44654 -1.58655 -0.00216
18 H 2.09130 2.54800 1.50765

---

[15]
2 unconnected molecules or ions with the total composition C3H9ISi at a distorted geometry. Source: the OMol25 dataset; level of theory: the ωB97M-V functional and the def2-TZVPD basis.

Calculated values
E_HOMO, eV: -7.595
DFT total energy, eV: -19232.147
HOMO-LUMO gap, eV: 7.576
Energy above the lowest of the compared OMol25 structures with the same formula, charge and spin, kcal per mole: 99.2
Lowest unoccupied orbital energy, eV: -0.02

CARTESIAN COORDINATES (ANGSTROEM)
1 H 0.42636 0.98037 -2.84602
2 H -1.43130 1.11031 2.16824
3 H -0.89954 1.72029 -2.10439
4 H 2.29210 -0.72872 -0.48491
5 H -1.86779 -0.40808 1.49012
6 C 1.49924 -1.12409 0.09478
7 H 1.73873 -1.77864 0.95079
8 Si 0.39827 0.37407 0.63055
9 C -1.03431 0.17928 1.87101
10 C -0.42488 0.80820 -2.14538
11 H -0.74660 -0.34617 2.77242
12 H 0.87353 -1.83717 -0.59934
13 I -1.80587 -0.81137 -2.61842
14 H 0.98204 1.86171 0.82054